This record from the Open Molecules 2025 dataset describes a molecular structure, C34H22Cl5I2N5OSn. The level of theory is ωB97M-V/def2-TZVPD.

Results
Gap between HOMO and LUMO in eV: 6.4
E_HOMO in eV: -7.0
2S+1: 1

CARTESIAN COORDINATES (ANGSTROEM)
Sn  0.298545  -0.001967  -0.497647
C  -3.373475  -0.085028  -3.216919
C  -4.154042  1.008482  -2.897396
C  -3.644651  1.977587  -2.047671
C  -2.353831  1.845988  -1.547724
N  -1.623862  0.756900  -1.834343
C  -2.119595  -0.178708  -2.639192
C  -1.736912  2.894546  -0.684431
C  -2.382886  4.098441  -0.406349
C  -1.749179  5.019561  0.405533
C  -0.505991  4.722450  0.931820
C  0.074478  3.497120  0.615267
N  -0.536679  2.624389  -0.182523
C  1.414222  3.118394  1.145161
C  1.930870  3.692766  2.305460
C  3.196385  3.327218  2.728852
C  3.915284  2.402636  1.987925
C  3.313741  1.866249  0.859767
N  2.096081  2.205595  0.454382
H  -3.725437  -0.860550  -3.881711
H  -5.152855  1.108709  -3.301271
H  -4.263836  2.815986  -1.771977
H  -1.480769  -1.037384  -2.810886
H  -3.353007  4.328765  -0.816652
H  -2.221749  5.968194  0.624319
H  0.011324  5.441827  1.549547
H  1.346459  4.391845  2.887325
H  3.617952  3.759579  3.626890
H  4.911970  2.101473  2.279423
H  3.823965  1.133085  0.242749
I  -1.784590  -6.813322  3.353518
C  -1.500522  -5.100626  2.167483
C  -2.575938  -4.530142  1.505775
C  -2.344031  -3.416941  0.726064
I  -3.956222  -2.489512  -0.247193
C  -1.068074  -2.825036  0.538074
O  -0.906476  -1.881098  -0.339841
C  -0.022255  -3.388310  1.316478
C  1.336458  -2.751300  1.324177
N  1.273122  -1.451223  2.013022
C  0.824239  -1.557582  3.395602
C  -0.604239  -1.119579  3.656656
C  -1.108996  -1.285058  4.948488
C  -2.417746  -0.938788  5.214054
C  -3.197743  -0.446258  4.175710
C  -2.611770  -0.308423  2.932123
N  -1.340483  -0.620891  2.673582
C  -0.246422  -4.525383  2.080792
H  -3.570006  -4.945207  1.592131
H  1.673558  -2.575910  0.297164
H  2.055042  -3.420562  1.814318
H  2.185044  -1.014619  1.994197
H  1.478300  -0.969245  4.045473
H  0.884429  -2.595877  3.741128
H  -0.468329  -1.685286  5.725593
H  -2.830904  -1.062814  6.206869
H  -4.235430  -0.180918  4.326290
H  -3.187714  0.059007  2.089678
H  0.579713  -4.964306  2.627734
Cl  1.494672  -2.955656  -2.134928
C  1.835958  -1.547780  -3.095832
C  1.305403  -0.327756  -2.697355
C  1.627308  0.758186  -3.500003
Cl  0.962126  2.312506  -3.097975
C  2.433788  0.661673  -4.632432
Cl  2.811726  2.051230  -5.581762
C  2.942917  -0.582350  -4.998305
Cl  3.929968  -0.737996  -6.398069
C  2.641965  -1.700064  -4.223305
Cl  3.283189  -3.239471  -4.660458

Forces on the atoms, in the same order (eV/Å):
-0.09 -0.46 -0.04
0.01 0.05 -0.05
0.04 -0.01 0.00
0.04 -0.01 0.01
-0.17 -0.16 -0.13
0.05 -0.03 0.29
0.09 -0.09 -0.01
-0.05 0.10 0.19
-0.01 -0.06 -0.04
-0.01 0.01 0.03
0.03 -0.03 -0.03
-0.12 0.09 0.04
0.05 -0.07 -0.06
0.20 -0.06 0.07
-0.09 -0.02 0.03
0.03 -0.01 -0.01
-0.02 -0.01 0.00
-0.04 0.02 0.03
0.00 0.19 -0.22
0.01 -0.03 0.04
0.00 0.01 0.02
0.02 0.07 -0.03
-0.05 0.00 0.01
-0.02 0.00 -0.04
0.00 -0.01 -0.01
0.02 -0.01 0.00
0.01 0.01 -0.02
-0.01 0.00 0.00
0.00 -0.01 -0.02
0.04 -0.01 0.05
0.02 0.18 -0.13
-0.11 -0.23 0.21
0.08 0.01 0.04
-0.01 0.38 -0.25
0.09 -0.12 0.07
-0.17 -0.31 -0.01
0.21 0.56 -0.16
0.02 -0.15 -0.25
-0.11 0.29 -0.02
0.10 -0.10 0.26
-0.01 0.06 -0.13
-0.17 0.02 0.09
0.05 0.01 0.00
0.00 -0.01 -0.04
-0.05 0.00 0.04
0.05 0.02 -0.01
0.11 0.01 -0.15
-0.01 0.08 0.06
0.00 0.01 0.00
0.04 0.02 0.25
-0.03 -0.11 -0.06
0.01 0.00 -0.07
0.01 0.01 -0.03
0.14 -0.01 0.11
-0.03 -0.03 0.00
0.00 0.00 0.00
0.01 0.00 -0.01
-0.01 0.03 -0.02
0.02 0.03 -0.01
0.00 -0.18 -0.17
0.05 0.20 -0.01
-0.15 -0.08 0.17
-0.06 -0.25 -0.02
0.01 0.22 0.11
0.00 0.03 -0.02
-0.02 0.00 0.00
-0.06 0.01 0.06
0.02 0.00 0.00
0.03 -0.04 0.00
-0.03 0.00 0.00



This record from the Open Molecules 2025 dataset describes a molecular structure, C34H23AsClN2OSbSe4Y at a distorted geometry. The level of theory is ωB97M-V/def2-TZVPD.

Results
Net charge: -1
Gap between HOMO and LUMO (spin up / spin down) in eV: 4.9 / 5.8
E_HOMO (spin up / spin down) in eV: -3.6 / -4.0
2S+1: 1

CARTESIAN COORDINATES (ANGSTROEM)
Y  -0.381001  0.355123  -1.692593
Cl  5.906348  -2.146970  -3.134999
C  4.523191  -1.198955  -2.657263
C  4.627382  0.186776  -2.598075
C  3.513730  0.910610  -2.227162
C  2.283168  0.314874  -1.916679
O  1.287399  1.137272  -1.606542
C  2.173925  -1.115761  -1.981654
C  1.040389  -1.953929  -1.748662
N  -0.230719  -1.597434  -1.551760
C  -1.277326  -2.496809  -1.498877
C  -1.216054  -3.768470  -0.962140
C  -2.363242  -4.578195  -0.934005
C  -3.558879  -4.138662  -1.433446
C  -3.663710  -2.846438  -1.999546
C  -4.863520  -2.308915  -2.507113
C  -4.871600  -1.044819  -3.030611
C  -3.661598  -0.343020  -3.105354
N  -2.521882  -0.799368  -2.634344
C  -2.513901  -2.023579  -2.043890
C  3.344407  -1.826244  -2.359873
H  5.557880  0.679920  -2.845027
H  3.550731  1.990787  -2.165474
H  1.244668  -3.020637  -1.848625
H  -0.281874  -4.126363  -0.548214
H  -2.292725  -5.567314  -0.497769
H  -4.440794  -4.767714  -1.403057
H  -5.764538  -2.909627  -2.457215
H  -5.772396  -0.557550  -3.375648
H  -3.632413  0.642307  -3.558747
H  3.279490  -2.905086  -2.421771
Se  -5.834875  2.967884  -2.235401
Sb  -3.516978  3.638094  -1.934934
Se  -1.075774  2.088682  -3.244981
Se  -1.991013  1.904388  -1.301011
Se  -3.366418  5.647420  -0.596330
C  -1.708507  -0.140009  5.410129
C  -0.490059  -0.680649  5.029169
C  -0.053846  -0.565680  3.716307
C  -0.837142  0.094803  2.780002
C  -2.065537  0.628258  3.161935
C  -2.494255  0.518818  4.474760
As  -0.233019  0.400600  0.958433
C  0.300107  2.278317  1.218383
C  -0.509307  3.403680  1.203413
C  0.063192  4.666475  1.154418
C  1.445718  4.791421  1.211661
C  2.256294  3.674128  1.320016
C  1.692866  2.401760  1.301761
C  2.424801  1.129060  1.330066
C  3.799940  0.979587  1.448650
C  4.369392  -0.285496  1.456091
C  3.573908  -1.415009  1.357357
C  2.197818  -1.276870  1.213873
C  1.628215  -0.017097  1.195983
H  -2.049747  -0.240265  6.432677
H  0.135202  -1.185167  5.755334
H  0.904253  -0.980278  3.431374
H  -2.683816  1.139619  2.432138
H  -3.439963  0.955049  4.770252
H  -1.588996  3.318918  1.170996
H  -0.584486  5.521967  1.017580
H  1.898239  5.773914  1.157404
H  3.331632  3.786541  1.392910
H  4.433801  1.854656  1.526417
H  5.444193  -0.392554  1.533235
H  4.022685  -2.400021  1.371858
H  1.576935  -2.160734  1.124186

Forces on the atoms, in the same order (eV/Å):
-1.28 -4.22 -1.37
0.11 -0.07 -0.01
-0.19 0.04 0.06
0.22 0.06 -0.04
-0.24 -0.17 0.06
1.52 0.21 -0.32
5.97 2.15 0.82
0.03 -0.12 -0.08
1.13 -1.23 -0.08
-0.56 -5.03 0.04
0.33 -0.26 0.18
0.05 0.27 -0.13
-0.17 -0.11 -0.04
-0.06 -0.19 0.08
0.37 0.12 0.10
-0.09 0.13 -0.04
-0.10 -0.25 0.03
0.38 0.16 0.02
-0.28 -0.45 0.12
-0.40 -0.32 -0.16
0.07 0.00 0.01
0.00 -0.02 0.02
0.00 0.00 0.00
0.03 0.07 -0.02
-0.01 -0.01 0.02
-0.03 0.00 -0.01
0.02 -0.01 0.03
-0.04 0.05 0.00
-0.02 -0.06 -0.04
0.00 0.03 0.02
0.07 0.00 -0.01
0.21 -0.45 0.06
-2.62 2.93 -1.05
0.17 3.23 -6.41
-5.49 3.49 5.03
0.29 -0.18 0.27
0.01 -0.04 0.03
-0.02 0.00 0.01
0.02 -0.02 0.03
-0.28 -0.11 0.04
0.04 -0.04 -0.07
-0.06 0.03 0.03
0.60 0.79 2.74
0.17 -0.09 0.05
-0.05 -0.15 -0.12
0.02 -0.14 0.07
0.01 0.15 -0.01
0.10 -0.17 0.03
-0.33 0.14 -0.02
0.00 -0.24 -0.11
0.07 0.09 0.01
0.06 0.05 0.02
-0.09 -0.06 -0.05
0.04 -0.11 0.08
0.38 -0.10 0.13
0.01 0.05 0.01
-0.03 -0.02 0.01
-0.01 0.03 0.04
-0.03 0.02 0.03
-0.02 -0.03 -0.02
0.02 0.06 -0.08
0.03 0.05 0.11
-0.01 0.00 0.03
-0.01 0.04 -0.06
0.01 -0.02 0.00
0.00 0.03 0.01
-0.01 0.00 -0.02
-0.02 0.00 -0.07



In order of appearance, energy relative to the best compared isomer or geometry (same formula, charge and spin) = 59.20; 834.39 kJ/mol.
In order of appearance, energy = -129758.7827; -382986.6011 eV.